(1)
Computed, not measured: the molecule C16H24O10, with the ωB97M-V functional and the def2-TZVPD basis.

Geometry as XYZ:
```
50
Properties=species:S:1:pos:R:3:forces:R:3:mulliken_charge:R:1
O -1.14533 2.03740 -1.35779 -0.043 0.742 3.152 -0.684
O 1.27190 -0.02962 1.51961 -1.025 0.904 -0.083 -0.479
O 0.76118 4.69969 2.51030 0.622 1.453 -0.187 -0.581
O -1.08294 3.30040 0.51089 -0.142 0.133 0.736 -0.342
O -0.56976 1.08524 -3.99260 -0.173 -1.019 -0.540 -0.535
O -0.18717 -1.30231 0.33591 -0.265 1.281 -1.793 -0.441
O -0.59734 -4.94950 -2.71109 0.379 -0.464 0.228 -0.583
O 0.22406 -3.95350 -0.09803 -0.328 0.178 -0.514 -0.609
O -0.15581 -3.13782 -4.91908 0.240 -0.565 0.409 -0.588
O -0.62678 -0.92034 -1.97131 0.185 -0.097 0.115 -0.128
C -1.09801 2.14306 -0.12020 0.422 -1.283 -3.870 0.021
C 2.31214 2.34110 3.91786 0.107 -1.022 -0.068 -1.636
C 0.73554 -0.09775 2.85073 1.060 0.744 0.348 -0.879
C 0.25638 0.06288 0.51682 0.518 -0.810 0.447 -0.147
C 0.63260 3.33050 2.27460 -0.582 0.928 -0.694 -0.006
C -0.81950 3.05417 1.91232 -0.533 0.307 0.731 -0.083
C -0.98581 0.94998 0.80995 0.526 0.169 1.370 0.138
C 0.82619 2.55735 3.53735 1.800 -0.885 0.317 0.309
C -1.03245 1.58578 2.22836 -0.646 -0.167 0.272 -0.308
C 0.08999 1.22700 3.27479 -1.850 -0.497 0.343 -0.187
C -0.87227 -0.29105 -4.35014 0.946 1.197 1.282 -0.812
C 0.08446 -1.69260 -1.00297 -0.064 -1.108 -0.024 -0.284
C -0.02732 -3.65668 -2.52484 -0.886 0.215 0.285 -0.187
C -0.39028 -3.15299 -1.12805 0.243 1.036 0.636 0.058
C -0.60274 -2.71528 -3.63982 0.055 -0.323 1.081 -0.057
C -0.24294 -1.23466 -3.32183 0.822 -0.888 -0.808 0.118
H 0.65527 5.19548 1.67489 0.102 -0.427 0.582 0.378
H -0.83997 1.26568 -3.07347 -0.022 -0.280 -0.300 0.503
H -0.32521 -5.53845 -1.97077 -0.150 0.727 -0.701 0.397
H 0.10646 -3.51147 0.76670 -0.035 -0.134 -0.801 0.385
H -0.22213 -4.12015 -4.90073 0.043 0.911 -0.144 0.396
H 2.83573 3.27841 3.96058 0.218 0.532 -0.083 0.462
H 2.44573 1.88039 4.92699 -0.324 0.199 -0.740 0.329
H 2.84473 1.67872 3.17293 -0.644 0.706 0.681 0.286
H 1.57838 -0.33392 3.54173 -0.487 0.011 -0.702 0.506
H -0.01198 -0.89996 2.93196 0.121 0.163 -0.078 0.337
H 0.75499 0.43898 -0.39599 -0.181 -0.355 0.433 0.616
H 1.34249 3.03876 1.47882 -0.361 -0.383 0.123 0.151
H -1.52191 3.67613 2.53742 0.962 -0.213 -0.850 0.200
H -1.87456 0.36657 0.65153 -0.188 -0.471 -0.220 0.598
H 0.34693 3.14632 4.34503 -0.019 -0.492 -0.346 0.515
H -2.04143 1.47366 2.69036 0.720 -0.240 -0.503 0.346
H -0.38825 0.98524 4.23749 -0.109 -0.111 -0.317 0.331
H -1.93194 -0.45122 -4.42076 -0.725 -0.059 0.021 0.341
H -0.41846 -0.50892 -5.32859 -0.118 0.182 0.389 0.362
H 1.18571 -1.61630 -1.14572 -0.431 0.053 -0.253 0.440
H 1.05718 -3.67655 -2.63982 0.216 -0.096 0.014 0.295
H -1.49680 -3.11058 -1.01637 0.534 -0.256 -0.040 0.135
H -1.69142 -2.78723 -3.63285 -0.228 -0.065 0.299 0.307
H 0.85249 -1.11002 -3.45313 -0.282 -0.058 0.362 0.297
```
Forces are in eV/Å.

Output
- SMILES string: C[C@H]1[C@H](O)[C@H]2OC(=O)[C@H]3[C@H](O[C@@H]4O[C@H](CO)[C@@H](O)[C@H](O)[C@H]4O)OC[C@@H]1[C@@H]23
- E: -37455.3721 eV
- Net charge: 0


(2)
Computed, not measured: a cluster of 4 separate species, C16H24O12 in total, with the ωB97M-V functional and the def2-TZVPD basis.

Geometry as XYZ:
```
52
Properties=species:S:1:pos:R:3:forces:R:3:mulliken_charge:R:1
C -0.89128 -4.73896 -2.83368 0.506 0.386 0.790 -1.388
C -0.79666 -3.22580 -2.82240 -2.414 -1.064 0.316 0.328
C 0.61822 -2.75986 -3.07289 -0.818 0.475 -0.642 -0.385
O 0.45467 -1.95098 -4.23773 -0.487 1.043 -0.012 -0.323
C -0.86233 -1.81832 -4.56407 -0.764 0.538 -4.429 0.669
O -1.24632 -1.13565 -5.53226 1.088 -1.892 3.715 -0.584
O -1.61016 -2.75176 -3.92032 1.149 1.511 -0.539 -0.344
H -0.15340 -5.03171 -2.08672 0.208 -0.566 -0.173 0.376
H -0.60085 -5.04237 -3.83950 0.001 -0.388 0.153 0.341
H -1.82973 -5.19105 -2.51274 -0.136 0.375 -0.318 0.345
H -1.35031 -2.75869 -2.00792 0.808 -0.233 0.738 0.355
H 1.22620 -3.61180 -3.37725 0.413 0.247 0.491 0.335
H 0.97479 -2.12427 -2.26234 0.461 -0.420 -0.042 0.275
C 2.79428 0.01430 5.22376 0.318 -0.399 1.056 -1.418
C 1.64532 -0.95349 5.00907 1.266 1.172 -0.440 0.553
C 0.35796 -0.61073 5.68812 0.441 0.929 2.361 -0.487
O -0.52217 -0.42954 4.65868 -3.285 0.212 2.386 -0.337
C -0.00808 -0.66066 3.51380 -1.205 0.836 -3.307 0.714
O -0.68965 -0.59301 2.52114 1.043 -0.466 -0.143 -0.611
O 1.29216 -0.79029 3.61364 1.448 -1.741 -0.291 -0.304
H 2.57718 1.06297 5.02067 -0.372 -0.163 -0.175 0.346
H 3.69757 -0.26851 4.68323 -0.191 -0.119 -0.151 0.344
H 3.03462 -0.06469 6.28400 0.248 0.190 0.175 0.403
H 1.92464 -1.95037 5.35014 0.259 -0.304 -1.012 0.227
H 0.41357 0.31177 6.26604 0.176 0.303 -0.101 0.261
H 0.01929 -1.33396 6.42997 -0.151 -0.441 -0.415 0.307
C -5.99234 0.52799 -0.59041 0.436 1.501 1.280 -1.234
C -5.05321 1.78275 -0.53621 0.348 -1.311 -2.139 0.260
C -3.83495 1.80479 -1.56258 -2.245 -0.847 1.131 -0.290
O -4.23234 2.82369 -2.43649 0.691 1.209 -0.707 -0.331
C -5.33704 3.50188 -2.04806 -0.319 2.781 -1.761 0.663
O -5.70023 4.55090 -2.63291 0.832 -4.243 2.656 -0.581
O -5.89650 2.85329 -0.99606 0.206 1.250 -0.208 -0.335
H -6.65950 0.82791 0.21770 -0.390 -0.843 0.205 0.340
H -5.51400 -0.43039 -0.38837 0.044 0.194 0.058 0.359
H -6.63213 0.48777 -1.47197 0.549 0.144 -0.276 0.334
H -4.60275 2.03998 0.42245 -0.770 -0.238 0.301 0.305
H -3.79199 0.88782 -2.15030 0.293 -0.043 0.206 0.233
H -2.94704 1.96634 -0.95132 0.342 0.437 -0.743 0.279
C 2.66526 2.37822 -0.61863 0.882 -0.214 -0.480 -1.300
C 4.05119 1.77391 -0.92847 -0.843 1.114 -0.140 0.385
C 5.25783 2.66317 -0.52033 -0.151 -0.700 -1.217 -0.379
O 6.09163 1.71762 0.20945 0.644 2.742 -0.187 -0.326
C 5.50498 0.56586 0.33187 -0.698 -3.225 -0.663 0.620
O 6.00617 -0.45613 0.74013 -0.650 1.546 0.049 -0.572
O 4.25911 0.59323 -0.24423 0.732 -1.547 2.450 -0.302
H 2.64229 3.43769 -0.87377 -0.005 -0.023 -0.321 0.381
H 2.43254 2.33302 0.44528 -0.061 -0.385 -0.072 0.328
H 1.98256 1.82244 -1.26137 -0.495 0.248 0.492 0.314
H 4.04667 1.32796 -1.92305 0.287 1.435 -0.811 0.274
H 5.02988 3.59666 -0.00579 -0.184 -0.556 0.870 0.315
H 5.75438 3.02902 -1.41904 0.514 -0.445 0.031 0.264
```
Forces are in eV/Å.

Output
- SMILES string: C[C@H]1COC(=O)O1.C[C@H]1COC(=O)O1.C[C@H]1COC(=O)O1.C[C@H]1COC(=O)O1
- E: -41549.7676 eV
- Net charge: 0


(3)
Computed, not measured: a structure of composition C16H25AsN4OSSeSi2Ta, with the ωB97M-V functional and the def2-TZVPD basis.

Geometry as XYZ:
```
52
Properties=species:S:1:pos:R:3:forces:R:3:mulliken_charge:R:1
Ta -0.17496 0.69662 1.17353 -1.336 1.417 0.087 0.463
O 1.00328 -0.80289 1.10425 0.846 -1.119 -0.650 -0.420
N 2.12697 -0.53048 1.81595 0.916 -0.150 0.650 0.160
C 3.30495 -1.04484 1.39490 -0.068 -0.176 -0.309 -0.158
C 4.44131 -0.83527 2.12527 0.019 0.130 0.117 -0.814
C 4.36424 -0.11011 3.32044 -0.060 -0.084 -0.058 -0.195
C 3.14945 0.40105 3.73134 -0.038 -0.052 -0.136 -0.842
C 2.00756 0.19117 2.95884 0.338 -0.138 0.308 0.717
S 0.43189 0.71048 3.45076 -0.860 -0.002 0.505 -0.289
H 3.26492 -1.63013 0.48698 -0.038 0.055 -0.031 0.515
H 5.37841 -1.24070 1.77155 -0.022 -0.068 0.012 0.467
H 5.24678 0.03024 3.93092 0.014 0.026 -0.020 0.492
H 3.04156 0.94389 4.66075 0.026 0.026 -0.012 0.495
Se 3.08224 3.60722 1.66740 0.318 -0.370 0.224 0.471
N 2.33403 4.95978 0.92303 -0.131 0.843 -0.338 -0.652
C 1.16214 4.60410 0.41837 0.038 -0.566 0.211 0.551
C 0.23474 5.40242 -0.28581 -0.217 0.012 -0.113 -0.383
C -0.92739 4.79590 -0.70740 0.209 0.284 0.021 -0.734
C -1.18058 3.44895 -0.42070 -0.083 -0.399 0.157 -0.124
N -0.33504 2.66322 0.25016 0.022 -0.203 -0.183 -0.331
C 0.84133 3.22012 0.63664 0.752 1.191 0.009 0.747
N 1.74326 2.50128 1.27779 -0.481 -0.459 -0.421 -0.378
H 0.45050 6.44654 -0.47646 -0.043 0.004 -0.023 0.520
H -1.66968 5.35810 -1.25557 -0.019 -0.028 -0.012 0.423
H -2.10169 2.97074 -0.72788 -0.029 0.075 -0.032 0.539
C -6.10014 -0.18936 -0.46808 0.042 -0.007 0.453 -1.017
Si -5.48741 0.31035 1.21690 0.162 0.214 -0.011 0.393
C -5.52999 -0.84844 2.67311 -0.009 0.177 -0.360 -0.927
C -5.33343 2.14180 1.51557 0.076 -0.398 -0.042 -0.984
As -2.40839 0.11770 1.02527 -0.549 -0.880 -0.170 0.310
Si -2.28359 -2.59273 0.40285 0.156 0.329 0.059 0.407
C -3.99835 -2.93272 -0.25230 0.312 0.273 0.227 -0.864
C -1.90120 -3.33383 2.07259 0.066 0.213 -0.346 -0.882
C -0.95387 -2.53687 -0.91443 -0.297 -0.096 0.202 -0.765
H -6.88313 0.50995 -0.77551 0.076 0.118 0.027 0.414
H -6.53433 -1.18831 -0.48801 0.100 -0.041 0.068 0.394
H -5.29780 -0.13644 -1.20584 -0.033 0.073 -0.042 0.352
H -6.24078 -0.48981 3.42254 0.015 0.117 -0.012 0.431
H -4.54221 -0.88042 3.13583 -0.059 0.015 0.113 0.313
H -5.82862 -1.86062 2.40172 0.023 0.022 -0.084 0.366
H -6.23552 2.53921 1.98962 -0.064 -0.095 0.018 0.409
H -5.19536 2.67527 0.57442 -0.010 -0.042 -0.024 0.331
H -4.48979 2.35096 2.17354 -0.070 0.027 0.071 0.341
H -4.74960 -2.89722 0.53663 0.023 -0.049 0.021 0.234
H -4.02184 -3.93699 -0.68502 0.083 -0.033 0.007 0.447
H -4.27416 -2.22816 -1.03486 0.036 -0.060 -0.084 0.262
H -2.56009 -2.92832 2.84107 -0.024 -0.032 0.002 0.335
H -0.86734 -3.15933 2.37138 -0.004 0.061 -0.012 0.279
H -2.05251 -4.41648 2.03898 -0.066 -0.005 -0.073 0.400
H -1.34253 -2.09816 -1.83443 -0.042 -0.008 0.008 0.324
H -0.62175 -3.55251 -1.14766 -0.044 -0.038 -0.001 0.396
H -0.07919 -1.97209 -0.60134 0.028 -0.105 0.021 0.063
```
Forces are in eV/Å.

Output
- E: -179306.1161 eV
- Net charge: +3


Molar mass readings, ordered: 376.358, 408.356, 712.472 g mol⁻¹